Record 1
ORCA calculation (ωB97M-V with the def2-TZVPD basis set) on a cluster of 2 separate species, C4H11NO2 in total in a non-equilibrium geometry.

The geometry in XYZ format:
```
18
Properties=species:S:1:pos:R:3:forces:R:3
C -1.6846 -0.0315 -0.6452 -0.5 -0.1 -0.4
C -1.6399 -0.0072 -2.1667 -0.5 0.0 -0.3
N -1.1663 -1.3000 -0.1570 0.7 0.0 -0.1
H -1.0826 0.7777 -0.2448 0.1 0.1 0.2
H -2.7248 0.1474 -0.3358 0.1 0.0 0.1
H -0.6255 0.0844 -2.5491 0.0 -0.1 0.0
H -2.2657 0.7729 -2.6143 0.3 0.2 0.3
H 1.1527 -1.0622 -0.0693 -0.1 -0.1 0.2
H -0.9184 -1.2664 0.8221 -0.3 -0.1 0.1
H -1.7608 -2.0919 -0.3787 0.1 0.2 0.2
H -2.0917 -0.9235 -2.5517 0.2 -0.2 0.0
C 2.4988 1.2186 1.7636 -0.1 -0.5 -1.0
C 1.5614 0.1178 1.3503 0.3 -0.7 1.0
O 0.6807 -0.2929 2.0687 -0.5 0.3 -0.2
O 1.8987 -0.5020 0.2212 0.0 0.4 -0.8
H 2.0846 1.6740 2.6449 0.2 0.2 0.4
H 2.6063 1.9352 0.9549 0.0 0.2 0.0
H 3.4774 0.7493 1.8871 0.0 0.2 0.4
```
Forces are in eV/Å.

Total energy in hartree: -364.25975
Energy relative to the best compared isomer or geometry (same formula, charge and spin) in kcal per mole: 5.3
SMILES: CC(=O)O.CCN
Frontier orbital gap in eV: 10.3
Charge: 0

Want to see where the charge sits? The Löwdin charges in e are: atom 1 (C): -0.34, atom 2 (C): -0.11, atom 3 (N): -0.02, atom 4 (H): 0.10, atom 5 (H): 0.10, atom 6 (H): 0.07, atom 7 (H): 0.07, atom 8 (H): 0.10, atom 9 (H): 0.04, atom 10 (H): 0.08, atom 11 (H): 0.06, atom 12 (C): 0.02, atom 13 (C): -0.59, atom 14 (O): 0.07, atom 15 (O): 0.10, atom 16 (H): 0.08, atom 17 (H): 0.09, atom 18 (H): 0.10

---

Record 2
ORCA calculation (ωB97M-V with the def2-TZVPD basis set) on a structure of composition C25H30B2BrF4N6O10ReS2 in a non-equilibrium geometry.

The geometry in XYZ format:
```
81
Properties=species:S:1:pos:R:3:forces:R:3
Re -0.8394 0.1014 -0.0840 -1.4 0.8 0.6
C -2.4908 -2.9437 2.5754 0.0 0.0 0.0
C -2.2401 -1.8991 1.5559 0.0 0.0 -0.1
N -1.1071 -1.2871 1.4415 0.0 -0.2 0.2
O -0.2050 -1.5042 2.3937 0.1 0.0 0.1
B 1.2314 -1.1424 2.0724 0.2 -0.2 -0.4
F 1.5381 -1.7838 0.8659 -0.1 0.1 0.2
F 1.9902 -1.5085 3.1233 -0.1 0.1 0.0
O 1.4111 0.3411 1.8712 -0.1 0.0 0.1
N 0.8831 0.8552 0.7461 0.6 -0.2 0.2
C 1.2563 2.0338 0.3860 0.0 0.1 -0.2
C 2.2874 2.8135 1.1067 0.0 0.1 0.0
C 0.5265 2.5699 -0.7888 0.2 0.0 0.2
N -0.3803 1.7851 -1.2609 0.0 0.1 -0.2
O -1.1053 2.2996 -2.2570 -0.1 0.1 -0.1
B -1.8946 1.3398 -3.0962 -0.2 -0.3 0.0
F -1.1695 0.1691 -3.2690 0.0 0.2 0.0
F -2.2661 1.9627 -4.2265 0.1 0.1 0.2
O -3.1889 0.9371 -2.3533 0.2 0.0 0.1
N -2.8671 -0.5804 -0.3080 1.5 -0.1 0.7
C -3.2953 -1.3395 0.6697 -0.2 0.0 -0.3
C -4.7115 -1.6402 0.9424 -0.1 0.1 0.1
C 0.7688 3.9078 -1.3729 0.0 0.0 -0.1
H -1.5498 -3.2778 2.9977 0.0 0.0 0.0
H -3.0095 -3.7890 2.1211 -0.1 0.0 0.0
H -3.1069 -2.5508 3.3882 0.0 0.0 -0.1
H 2.7010 2.2324 1.9219 0.0 0.0 0.0
H 1.8386 3.7271 1.5066 0.0 0.0 0.0
H 3.0843 3.1065 0.4200 0.0 0.0 0.0
H -5.2233 -1.8966 0.0133 0.1 0.0 0.0
H -5.2035 -0.7411 1.3286 0.0 -0.1 0.0
H -4.8131 -2.4351 1.6730 0.0 0.0 0.0
H 1.5968 4.4192 -0.8931 0.0 0.0 0.0
H -0.1419 4.5039 -1.2798 0.0 0.0 0.0
H 0.9546 3.8045 -2.4446 0.0 0.0 0.0
O -6.5445 0.4822 -0.4160 0.3 -0.1 -0.3
S -5.8533 0.2870 -1.6583 -1.3 -0.3 0.3
O -5.9459 1.2900 -2.6595 0.3 -0.1 0.2
O -5.4967 -1.0547 -2.0241 0.1 0.3 0.0
S -3.5824 0.8560 -0.8506 -0.5 0.4 -1.4
C 4.5596 -1.6949 0.1238 0.0 0.0 0.0
C 4.0424 -2.8230 -0.7634 0.1 0.2 -0.1
N 4.2313 -2.5530 -2.1897 0.1 -0.1 0.2
C 5.5954 -2.6859 -2.7279 0.0 0.3 -0.1
C 6.2384 -1.3593 -3.1171 0.0 0.0 0.1
C 3.2590 -2.2447 -3.0679 0.0 0.0 -0.2
O 3.4649 -2.0247 -4.2511 -0.1 -0.1 0.0
C 1.8135 -2.2571 -2.6146 0.1 -0.1 -0.1
C 0.9657 -3.1859 -3.2064 -0.1 0.0 0.0
C -0.3786 -3.1905 -2.8714 0.1 -0.1 -0.1
C -0.8425 -2.2688 -1.9636 0.1 0.1 0.0
N -0.0343 -1.3396 -1.4096 0.0 -0.2 -0.1
C 1.2720 -1.3345 -1.7554 -0.2 0.2 0.2
H 4.2677 -1.8770 1.1594 0.1 0.0 0.0
H 4.1364 -0.7355 -0.1901 0.0 0.0 0.0
H 5.6476 -1.6212 0.0787 0.0 0.0 0.0
H 2.9906 -2.9922 -0.5601 -0.1 -0.1 0.0
H 4.5784 -3.7428 -0.5258 -0.1 -0.1 0.0
H 5.5475 -3.3309 -3.6053 0.0 0.0 0.0
H 6.1922 -3.1821 -1.9646 0.0 -0.1 0.0
H 5.6725 -0.8831 -3.9141 0.0 0.0 0.0
H 7.2524 -1.5417 -3.4768 0.0 0.0 0.0
H 6.2918 -0.6840 -2.2599 0.0 0.0 0.0
H 1.3635 -3.8805 -3.9367 0.0 0.0 0.0
H -1.0708 -3.8862 -3.3229 0.0 0.0 0.0
H -1.8886 -2.2423 -1.7029 0.0 0.1 0.0
H 1.8839 -0.5533 -1.3258 0.0 -0.1 0.1
Br -2.3827 4.5338 0.9377 0.0 0.0 0.0
C -2.2471 3.9772 2.7508 0.0 -0.1 0.0
C -2.0964 4.9663 3.7071 0.0 0.0 0.0
C -2.0034 4.6157 5.0474 0.0 0.1 0.0
C -2.0712 3.2868 5.4309 0.0 -0.1 0.1
C -2.2482 2.3032 4.4715 -0.1 0.0 0.0
C -2.3379 2.6352 3.1232 0.3 0.1 -0.2
C -2.4370 1.5026 2.1501 -0.2 0.3 -0.1
O -3.2429 0.6007 2.2967 0.1 0.0 0.1
O -1.5841 1.5721 1.1437 0.4 -0.9 0.1
H -2.0532 6.0035 3.4024 0.0 0.0 0.0
H -1.8857 5.3931 5.7923 0.0 0.0 0.0
H -1.9922 3.0141 6.4754 0.0 0.0 0.0
H -2.3065 1.2592 4.7540 0.0 0.0 0.0
```
Forces are in eV/Å.

Total energy in hartree: -5949.47555
Energy relative to the best compared isomer or geometry (same formula, charge and spin) in kcal per mole: 0.0
⟨S²⟩: 3.781
Frontier orbital gap (alpha / beta) in eV: 6.9 / 5.7
Charge: +1
Spin multiplicity: 4

Want to see where the charge sits? The Löwdin charges in e are: atom 1 (Re): 1.81, atom 2 (C): 0.04, atom 3 (C): -0.20, atom 4 (N): -0.07, atom 5 (O): 0.10, atom 6 (B): -1.07, atom 7 (F): 0.14, atom 8 (F): 0.23, atom 9 (O): 0.09, atom 10 (N): -0.10, atom 11 (C): -0.19, atom 12 (C): 0.04, atom 13 (C): -0.21, atom 14 (N): -0.08, atom 15 (O): 0.08, atom 16 (B): -1.11, atom 17 (F): 0.16, atom 18 (F): 0.24, atom 19 (O): -0.30, atom 20 (N): -0.30, atom 21 (C): -0.27, atom 22 (C): 0.02, atom 23 (C): 0.03, atom 24 (H): 0.10, atom 25 (H): 0.11, atom 26 (H): 0.12, atom 27 (H): 0.10, atom 28 (H): 0.12, atom 29 (H): 0.11, atom 30 (H): 0.09, atom 31 (H): 0.11, atom 32 (H): 0.09, atom 33 (H): 0.09, atom 34 (H): 0.09, atom 35 (H): 0.12, atom 36 (O): -0.29, atom 37 (S): 0.49, atom 38 (O): -0.22, atom 39 (O): -0.28, atom 40 (S): 1.08, atom 41 (C): -0.06, atom 42 (C): -0.19, atom 43 (N): -0.04, atom 44 (C): -0.18, atom 45 (C): -0.07, atom 46 (C): -0.43, atom 47 (O): 0.09, atom 48 (C): -0.08, atom 49 (C): 0.06, atom 50 (C): 0.01, atom 51 (C): -0.09, atom 52 (N): -0.10, atom 53 (C): -0.05, atom 54 (H): 0.08, atom 55 (H): 0.07, atom 56 (H): 0.08, atom 57 (H): 0.10, atom 58 (H): 0.13, atom 59 (H): 0.13, atom 60 (H): 0.12, atom 61 (H): 0.07, atom 62 (H): 0.08, atom 63 (H): 0.07, atom 64 (H): 0.14, atom 65 (H): 0.13, atom 66 (H): 0.11, atom 67 (H): 0.13, atom 68 (Br): 0.85, atom 69 (C): -0.58, atom 70 (C): -0.12, atom 71 (C): -0.06, atom 72 (C): -0.06, atom 73 (C): -0.01, atom 74 (C): -0.16, atom 75 (C): -0.53, atom 76 (O): 0.08, atom 77 (O): -0.25, atom 78 (H): 0.10, atom 79 (H): 0.12, atom 80 (H): 0.11, atom 81 (H): 0.13